No. 1
Computed, not measured: a molecular structure, C22H38INO3P2PdS, with ωB97M-V with the def2-TZVPD basis set.

The geometry in XYZ format:
```
69
Properties=species:S:1:pos:R:3
H 0.51 0.79 -5.64
C 2.94 0.32 -0.43
H -1.16 -2.90 -0.52
C 2.76 -0.50 2.33
H 2.79 -2.50 3.20
C -3.11 -0.35 -1.94
H -0.25 -0.80 -5.73
O -0.10 1.98 -1.48
H 0.49 4.07 -4.01
H -2.87 1.43 2.17
H 1.53 3.56 -2.66
C -0.32 0.50 4.64
N -1.17 -2.23 1.41
H -1.27 2.43 -3.13
C -2.64 -3.31 2.94
H 1.62 2.34 2.47
H 4.15 1.96 2.58
H -2.88 -4.67 -0.15
H -0.87 0.26 6.75
H 2.64 -2.50 1.44
C -0.50 2.88 -2.50
H -3.23 0.36 -3.94
H 0.62 -1.35 -3.45
H -0.92 3.76 -2.00
H 2.46 -0.04 3.28
H -2.87 1.81 0.44
C -1.68 -2.32 2.64
H -3.77 -0.66 -1.11
H 1.53 -0.67 -5.65
H 3.84 -0.38 2.22
H 3.53 -1.78 -0.43
H 1.05 2.38 -3.90
Pd -0.52 0.44 1.13
H -3.82 -4.92 2.17
H 3.36 -1.09 -2.05
C -2.23 1.63 1.31
C -1.60 -3.05 0.46
C 0.50 -0.30 -3.77
S -1.67 -1.55 5.32
O -2.33 0.75 -1.51
C -3.92 0.07 -3.15
C -2.56 -4.04 0.66
C -0.49 -0.19 3.38
H 1.26 -2.04 2.43
H 3.96 0.65 -0.20
C 2.35 -1.98 2.35
P -0.71 0.44 -1.27
C 2.94 -1.09 -1.04
C 0.72 3.25 -3.32
C 3.67 2.58 1.82
H 0.20 1.45 4.72
O -0.69 0.25 -3.33
H 2.51 1.03 -1.15
H -3.04 -3.38 3.94
C -3.07 -4.16 1.95
H -4.56 0.92 -2.91
C -1.22 -1.33 3.62
H 1.92 -1.48 -1.11
H 1.75 2.82 0.81
H 3.74 3.62 2.17
P 1.84 0.45 1.05
C 0.58 -0.24 -5.29
H 4.28 2.52 0.91
H 1.38 0.22 -3.35
C 2.22 2.18 1.57
C -0.88 -0.09 5.73
I -1.66 3.76 1.78
H -4.56 -0.75 -3.49
H -2.47 -1.20 -2.20
```

Relative energy (zero: lowest compared OMol25 entry of this formula, charge and spin), kJ/mol: 26.24
Lowest unoccupied orbital energy, eV: 4.4
Total charge: -2
E_tot, eV: -72055.7899
HOMO-LUMO gap, Ha: 0.1328
HOMO level, eV: 0.79

Atom charges from the natural (NBO) analysis, given in e for atoms 1 to 5:
1. H 0.189
2. C -0.745
3. H 0.197
4. C -0.741
5. H 0.182

---

No. 2
Computed, not measured: a molecular structure, C23H41IrN2OP3 in a non-equilibrium geometry, with ωB97M-V with the def2-TZVPD basis set.

The geometry in XYZ format:
```
71
Properties=species:S:1:pos:R:3
C -6.31 4.93 -3.78
H -0.60 -6.27 -0.28
H 3.10 -1.09 3.74
C 0.17 1.69 2.92
H 2.74 2.03 -1.19
C -0.16 -4.46 -1.44
N -0.37 -2.40 -0.25
H -6.43 4.31 -4.68
H -1.06 2.20 -2.89
H -4.76 3.53 -1.08
C -3.89 2.86 -1.09
H 0.34 -0.96 3.73
H -0.85 1.32 2.84
H 2.79 3.15 1.72
H 4.46 -0.11 0.21
C -1.84 2.13 -2.13
H 1.62 1.48 -2.47
C -1.11 -4.44 0.75
H 1.34 -4.06 1.34
C -1.68 1.08 -1.16
P 2.50 -0.40 -1.23
H 2.86 -3.75 2.26
C -1.09 -3.05 0.70
H -5.70 5.84 -3.87
H 3.48 1.71 0.94
H 4.16 -1.83 -0.16
H 0.71 1.11 3.68
C -0.12 -3.07 -1.39
P 1.03 1.53 1.29
H -0.35 -2.40 2.95
H 0.14 2.75 3.20
H 1.08 -2.57 4.00
O -0.63 0.30 -1.23
H 2.38 -2.49 -2.48
H -0.59 3.18 0.53
C 4.15 -0.82 -0.57
C -1.50 -5.12 1.97
H 3.25 -1.20 -3.36
C -2.70 0.96 -0.16
Ir 0.64 -0.53 0.26
H 3.51 -0.09 2.33
H 3.04 1.69 2.69
H 2.79 -3.43 0.51
H -4.51 1.75 0.67
H 1.02 3.89 0.90
C -0.61 -5.18 -0.33
H 0.17 -2.46 -2.24
N -1.80 -5.64 2.98
P 1.70 -1.68 1.83
C 2.57 1.27 -1.96
C 2.76 2.05 1.69
H 0.22 -4.95 -2.33
H -0.36 -0.11 1.49
H 4.08 -1.76 2.40
C 2.38 -1.42 -2.73
H -7.57 3.73 -2.55
C 0.50 3.05 0.43
H -6.84 5.25 -1.74
H -2.63 0.14 0.57
H -2.98 3.82 -2.79
C -2.90 3.01 -2.06
H 1.46 -1.18 -3.27
C 3.24 -1.10 2.65
C -3.77 1.86 -0.12
C 0.58 -1.92 3.27
C 2.21 -3.40 1.44
H 3.39 1.31 -2.70
H 0.76 3.02 -0.63
H -1.56 -2.43 1.47
C -6.93 4.61 -2.63
H 4.89 -0.78 -1.39
```

Relative energy (zero: lowest compared OMol25 entry of this formula, charge and spin), kJ/mol: 0.00
Lowest unoccupied orbital energy (spin up / spin down), eV: -11.2 / -15.5
⟨S²⟩: 8.826
Total charge: +4
Multiplicity: 6
E_tot, eV: -60203.0805
HOMO-LUMO gap (spin up / spin down), Ha: 0.1957 / 0.1776
HOMO level (spin up / spin down), eV: -16.50 / -20.37

Atom charges from the Mulliken analysis, given in e for atoms 1 to 5:
1. C -0.123
2. H 0.536
3. H 0.393
4. C -1.363
5. H 0.345

---

No. 3
Computed, not measured: C23H18Cl2N2O6 in the gas phase, with ωB97M-V with the def2-TZVPD basis set.

The geometry in XYZ format:
```
51
Properties=species:S:1:pos:R:3
O -3.23 2.93 2.56
H 1.09 3.05 -4.86
H 2.45 2.85 -3.74
C 1.83 -1.89 4.15
H 2.82 -0.33 6.99
H 2.20 -2.11 3.16
C 0.64 0.43 -4.93
H -1.18 3.33 -0.77
C 0.00 0.21 -0.13
H 0.55 -1.04 7.69
C 0.27 -2.31 1.47
H -0.66 -4.12 2.14
N 0.54 1.62 -1.97
C 2.19 -0.88 6.31
H 0.66 -0.54 -0.54
C -1.03 2.39 -0.26
H -1.10 -1.34 2.58
O 1.03 -2.40 0.52
N -0.54 -1.26 1.74
C 0.12 -1.98 5.83
H -2.07 -1.77 -6.60
H -3.36 4.84 1.25
C 0.57 -2.30 4.54
C -0.65 0.92 -5.12
Cl -1.46 -2.48 6.31
C 0.92 -0.88 -5.34
H 3.62 -0.87 4.71
C 0.12 -3.44 2.50
O -0.31 -3.00 3.76
O -0.12 3.69 -2.68
H -2.60 0.53 -5.86
H -2.07 0.73 2.50
H -0.91 1.92 -4.80
C 0.92 -1.27 6.70
C -2.63 3.11 1.52
H 1.07 -4.00 2.55
C 1.46 2.47 -4.01
H 1.14 0.84 -2.24
C -0.04 -1.67 -5.93
C -1.61 0.13 -5.72
C -1.53 0.91 1.58
C 0.52 2.68 -2.81
C -0.18 1.42 -0.79
H 0.21 -2.67 -6.24
O 1.66 1.12 -4.35
C -0.68 -0.05 1.05
C -1.71 2.12 0.92
C 2.64 -1.18 5.03
O -2.75 4.23 0.81
C -1.32 -1.16 -6.13
Cl 2.52 -1.50 -5.08
```

Relative energy (zero: lowest compared OMol25 entry of this formula, charge and spin), kJ/mol: 0.00
Lowest unoccupied orbital energy, eV: 0.3
Total charge: 0
SMILES string: O=C(COc1ccccc1Cl)Nc1cc(NC(=O)COc2ccccc2Cl)cc(C(=O)O)c1
E_tot, eV: -64454.8040
HOMO-LUMO gap, Ha: 0.3331
HOMO level, eV: -8.76

Atom charges from the natural (NBO) analysis, given in e for atoms 1 to 5:
1. O -0.592
2. H 0.209
3. H 0.225
4. C -0.249
5. H 0.221

---

No. 4
Computed, not measured: 12 unconnected molecules or ions with the total composition C12H45N22O14 in a non-equilibrium geometry, with ωB97M-V with the def2-TZVPD basis set.

The geometry in XYZ format:
```
93
Properties=species:S:1:pos:R:3
N -3.92 -2.25 0.51
N 3.71 -2.26 -0.23
O 1.06 0.28 -0.03
O -0.19 -1.43 0.62
H -0.46 -3.42 -2.02
H -3.23 3.20 -0.77
H 0.05 3.97 1.14
N 0.96 2.65 -2.08
N -2.20 -6.13 1.88
O 4.39 3.57 0.68
C 3.21 -0.94 -3.57
C -2.03 4.10 1.45
H 4.14 -0.26 2.17
H -0.94 2.59 0.72
H -3.11 -1.95 1.02
H -2.11 1.30 -1.33
C 3.51 2.79 0.35
H 0.38 3.02 -5.18
H 2.91 -0.90 4.39
H -3.52 1.59 3.18
H -2.34 -6.76 2.65
H 0.98 4.20 -4.03
N -4.19 -0.15 -0.37
O -1.26 -3.65 -4.41
C -1.66 0.97 3.86
H 4.57 -2.20 -0.73
H -0.33 -0.64 -4.08
H 1.64 1.99 0.66
O -3.10 3.60 1.12
H 2.00 3.20 1.77
C 1.44 -2.11 5.30
N -2.60 1.29 2.93
O 3.60 -2.06 -3.84
N -0.85 3.54 1.06
H -1.09 5.92 1.90
H -2.29 -4.12 0.42
C -3.35 2.35 -2.66
H -2.40 1.05 1.97
H 0.30 0.31 3.86
O -0.70 -4.88 3.04
N 2.44 -1.15 5.24
O -1.86 1.01 5.06
H -2.81 5.80 2.19
N -2.54 1.33 -2.25
H 4.68 1.82 -0.92
H 3.90 0.15 -5.16
N 1.31 -2.79 4.14
O -1.13 0.58 0.26
C -0.85 -2.63 -3.88
H -0.33 0.70 2.30
H 2.76 -0.66 6.06
N -0.60 -1.48 -4.56
N 0.61 3.29 -4.24
H 3.13 -3.07 -0.42
N -0.44 0.69 3.31
H -0.21 -1.71 -2.16
O 0.22 1.13 -3.56
H 1.84 -2.49 3.33
H 3.64 1.12 -3.78
N 4.45 -0.84 1.41
N 2.48 -0.62 -2.46
N -1.94 5.40 1.90
N -1.51 -4.12 1.05
O 2.52 -2.03 1.68
H 1.06 3.59 -1.73
H -0.87 -1.36 -5.52
N 3.72 1.81 -0.61
H -2.72 -6.28 1.03
H -0.90 -3.32 1.10
H 0.55 -3.45 4.09
C -1.43 -5.02 2.07
H 1.11 1.95 -1.36
O -3.81 2.45 -3.79
C -0.11 -0.13 0.21
C -4.58 -1.46 -0.40
H -2.16 0.75 -2.98
H -3.42 0.19 0.19
H -4.27 0.37 -1.22
N 3.71 0.20 -4.18
C 0.56 2.28 -3.33
N 2.34 2.63 1.02
H 2.10 -1.28 -1.81
H -4.45 -3.05 0.78
C 3.49 -1.72 0.99
H 2.24 0.35 -2.35
H 3.29 0.91 -0.46
O 0.73 -2.23 6.28
H 5.15 -0.53 0.76
H -3.53 4.32 -2.06
N -0.41 -2.60 -2.58
O -5.48 -1.88 -1.10
H 0.74 -1.62 0.85
N -3.39 3.38 -1.75
```

Relative energy (zero: lowest compared OMol25 entry of this formula, charge and spin), kJ/mol: 0.00
Lowest unoccupied orbital energy, eV: 1.7
Total charge: -1
E_tot, eV: -74637.6731
HOMO-LUMO gap, Ha: 0.3232
HOMO level, eV: -7.10

Atom charges from the Mulliken analysis, given in e for atoms 1 to 5:
1. N -0.280
2. N -0.411
3. O 0.804
4. O 0.293
5. H 0.170

---

No. 5
Computed, not measured: C4H6O in the gas phase, with ωB97M-V with the def2-TZVPD basis set.

The geometry in XYZ format:
```
11
Properties=species:S:1:pos:R:3
C -0.36 -1.08 1.00
H 0.72 -1.08 0.78
H -0.51 -0.58 1.96
H 1.71 1.45 0.23
O -1.12 -0.43 0.00
H 0.29 2.59 -0.24
C 0.37 0.75 -1.19
C 0.85 1.67 -0.40
H -0.71 -2.11 1.07
C -0.48 -0.25 -1.21
H -0.77 -0.93 -2.00
```

Relative energy (zero: lowest compared OMol25 entry of this formula, charge and spin), kJ/mol: 247.90
Lowest unoccupied orbital energy, eV: 0.9
Total charge: 0
SMILES string: C=C=COC
E_tot, eV: -6289.3486
HOMO-LUMO gap, Ha: 0.3733
HOMO level, eV: -9.26

Atom charges from the natural (NBO) analysis, given in e for atoms 1 to 5:
1. C -0.251
2. H 0.178
3. H 0.186
4. H 0.211
5. O -0.538

---

No. 6
Computed, not measured: C22H33N5OS in the gas phase, with ωB97M-V with the def2-TZVPD basis set.

The geometry in XYZ format:
```
62
Properties=species:S:1:pos:R:3
S -3.26 -5.46 -0.22
H 4.05 4.32 -1.24
H -2.13 -5.51 2.14
C 0.38 -6.69 2.41
H -0.98 -4.40 2.94
C -1.71 1.09 -0.62
C 3.97 4.82 -0.28
C -1.28 -4.84 1.98
H -1.00 3.07 -3.78
H -0.40 6.21 -2.31
C 3.00 6.00 -0.35
N 1.63 5.68 -0.71
H 1.07 5.29 1.25
H 4.96 5.18 0.00
H 1.18 -7.29 1.95
H 3.36 6.72 -1.09
C -1.08 3.07 -1.60
H -1.95 0.91 1.50
H 2.83 -6.19 3.10
C -0.57 4.88 -0.09
H -0.44 -6.16 0.50
H -1.13 4.25 0.60
H 1.81 4.11 -2.14
C -1.82 0.41 -1.86
H -1.12 -2.96 1.06
C -2.55 -4.00 0.07
C 2.53 -5.19 5.00
H 1.80 -4.53 5.46
H 3.65 4.10 0.47
N -0.78 4.39 -1.43
C -2.44 -1.62 -0.70
C -2.19 -0.94 -1.88
H 1.26 3.82 0.26
C -2.01 0.38 0.56
H -3.32 -3.25 -1.60
C -1.55 1.17 -3.04
H -1.45 1.28 -5.17
H -2.65 -1.45 1.44
C 0.92 4.87 0.26
C -0.11 -5.65 1.40
H 2.00 5.78 -2.75
H -0.45 -7.35 2.68
N -1.71 -3.78 1.11
C 2.10 -5.52 3.58
C 1.45 5.15 -2.05
H -0.99 -0.28 -4.49
H -2.69 0.18 -4.56
N -2.82 -2.97 -0.77
H -0.94 5.91 -0.04
H 3.50 -4.71 4.99
N -1.34 2.37 -0.51
O 0.83 -6.14 3.63
C -2.37 -0.94 0.53
H 0.71 -4.97 1.13
H -2.28 -1.47 -2.82
C -1.67 0.56 -4.40
H 2.58 -6.11 5.58
H 2.05 -4.59 2.98
H -0.20 4.83 -3.40
C -1.19 2.48 -2.90
H 2.97 6.50 0.62
C -0.04 5.18 -2.39
```

Relative energy (zero: lowest compared OMol25 entry of this formula, charge and spin), kJ/mol: 18.25
Lowest unoccupied orbital energy, eV: 0.3
Total charge: 0
SMILES string: CCOCCCNC(=S)Nc1ccc2nc(N3CCN(CC)CC3)cc(C)c2c1
E_tot, eV: -43683.6682
HOMO-LUMO gap, Ha: 0.2842
HOMO level, eV: -7.44

Atom charges from the natural (NBO) analysis, given in e for atoms 1 to 5:
1. S -0.289
2. H 0.203
3. H 0.234
4. C -0.056
5. H 0.207